This record from OMol25 describes C36H31KN6O7S2 as an isolated structure. The level of theory is ωB97M-V with the def2-TZVPD basis set.

```
83
Properties=species:S:1:pos:R:3
K -0.87419 0.48525 0.63152
C 2.73025 -1.72719 -2.23246
C 2.84545 -0.23641 -2.21278
C 2.20046 0.50436 -3.35538
C 1.01001 2.34363 -2.09867
C -0.17526 3.26482 -2.07795
C 2.12817 2.70018 -1.45999
C 3.42616 1.94996 -1.27207
C 4.13658 2.48032 -0.03572
C 3.33353 0.45411 -1.19822
H 3.16342 -2.17324 -1.33705
H 3.23305 -2.13897 -3.11285
H 1.67993 -2.02842 -2.28593
H 1.97429 -0.22910 -4.13327
H 0.00263 4.11343 -1.41849
H -1.06710 2.72234 -1.75925
H -0.38658 3.62634 -3.08775
H 2.11832 3.66563 -0.96324
H 4.22149 3.56524 -0.08194
H 5.13517 2.04639 0.03462
H 3.55465 2.20587 0.84646
H 3.73411 -0.03732 -0.32134
S -1.03014 -2.36805 -0.63918
C -0.49462 -3.21521 0.72868
N -0.53687 -4.48572 0.97497
N 0.04785 -4.84470 2.23528
C -0.73651 -4.92931 3.36577
C -1.90522 -4.17311 3.51758
C -2.61068 -4.22004 4.70967
C -2.19365 -5.01441 5.77018
C -1.04015 -5.77615 5.61582
C -0.32217 -5.73942 4.43518
N -0.08253 -2.30876 1.78380
N 1.12600 -2.06657 1.80723
C 1.50210 -1.19804 2.88976
C 0.96838 -1.36092 4.16224
C 1.47459 -0.60957 5.21116
C 2.49592 0.30626 4.99038
C 3.01137 0.47289 3.71195
C 2.52663 -0.29398 2.66390
H 0.65571 -5.63744 2.10659
H -2.24068 -3.54277 2.70752
H -3.49810 -3.60689 4.80969
H -2.75119 -5.03634 6.69773
H -0.69193 -6.40591 6.42730
H 0.58263 -6.32948 4.32971
H 0.17010 -2.07853 4.31019
H 1.06314 -0.73756 6.20453
H 2.87794 0.89878 5.81256
H 3.79031 1.20294 3.52781
H 2.91988 -0.19464 1.66303
O -2.46034 0.49371 -4.41962
C -1.62622 0.64072 -3.51265
O -1.76376 0.47124 -2.27689
C -0.19507 1.05411 -3.94524
C 0.04938 1.27775 -5.24182
C 1.27980 1.69594 -5.91140
C 2.52585 1.88214 -5.44611
C 2.95971 1.58798 -4.08574
C 0.84639 1.03820 -2.85692
N 3.93484 2.33618 -3.64436
O 4.40385 2.26968 -2.33817
O 4.56417 3.18761 -4.31072
H -0.82395 1.16741 -5.87616
H 1.14282 1.93740 -6.96226
H 3.27569 2.30823 -6.09847
H 0.44740 0.30617 -2.14089
O -2.41534 0.44971 4.65842
C -1.64355 1.26478 4.18708
N -1.55132 1.63822 2.87759
S -0.43376 2.74833 2.64280
O 0.59583 2.23253 1.75235
O -0.96074 4.03952 2.26853
C 0.14747 2.85008 4.31074
C 1.12328 3.64841 4.87546
C 1.30308 3.55234 6.24955
C 0.51504 2.69197 7.01497
C -0.46699 1.90901 6.42308
C -0.63672 2.00064 5.05311
H 1.72232 4.31721 4.27141
H 2.06094 4.15638 6.73384
H 0.67554 2.63822 8.08524
H -1.09119 1.23292 6.99347
```

Total charge = -2
Lowest unoccupied orbital energy = 3.814 eV
Relative energy (zero: lowest compared OMol25 entry of this formula, charge and spin) = 334.7 kJ/mol
E_tot = -99101.969 eV
Largest force on an atom = 1.4 eV/A
Highest occupied orbital energy = -2.72 eV
Frontier orbital gap = 6.53 eV